Computed, not measured: an isolated molecule of C8H11N5, with ωB97M-V/def2-TZVPD.

## Properties
LUMO, Ha: 0.03158
Energy above the lowest of the compared OMol25 structures with the same formula, charge and spin, kcal/mol: 34.4
Energy, Eh: -585.17641
SMILES: CN(C)c1ncnc2c1ncn2C
Orbital gap, eV: 8.8

Each line ends with the Mulliken charge.
Geometry (Å):
C -2.714 -0.169 2.025  -0.987
N -1.678 0.582 1.246  0.020
C -1.865 1.905 1.068  -0.887
C -0.685 -0.165 0.708  0.286
N -0.735 -1.449 0.842  -0.579
C 0.092 -2.278 0.269  -0.328
N 1.123 -1.998 -0.397  -0.614
C 1.225 -0.630 -0.624  0.482
C 0.322 0.365 -0.166  0.675
N 0.604 1.603 -0.820  -0.644
C 1.654 1.311 -1.566  -0.247
N 2.030 -0.023 -1.443  -0.018
C 3.159 -0.869 -2.111  -0.793
H -2.675 -1.249 2.039  0.310
H -3.647 0.202 1.533  0.290
H -2.792 0.270 2.951  0.376
H -2.897 1.996 0.805  0.287
H -1.593 2.449 2.012  0.255
H -1.263 2.460 0.355  0.398
H -0.394 -3.218 0.226  0.380
H 2.386 1.843 -2.148  0.416
H 4.126 -0.664 -1.614  0.266
H 2.995 -1.940 -2.135  0.325
H 3.222 -0.332 -3.058  0.331

Cartesian forces, eV/Å:
-0.984 1.673 -3.040
1.385 -5.858 0.720
0.224 3.962 1.091
-0.173 2.648 -1.124
-1.582 -0.447 1.629
-2.125 -0.290 0.490
3.100 1.909 -2.441
-2.948 -0.988 2.523
0.670 -0.203 -0.793
0.873 -1.275 0.252
0.297 -1.681 0.753
3.233 -1.582 -1.827
-0.143 3.362 0.354
0.478 0.234 -0.208
0.147 -0.822 0.251
0.179 0.660 2.582
-0.896 0.992 -0.018
-0.859 -0.041 -0.357
0.172 -0.843 -0.527
0.741 -1.705 0.223
-0.670 1.091 -0.158
-0.647 -0.152 0.110
-0.697 0.267 -0.054
0.227 -0.912 -0.430